Computed, not measured: a cluster of 8 separate species, C34H59NO27 in total, with ωB97M-V with the def2-TZVPD basis set.

Last column: Löwdin charge in e.
Geometry (Å):
C1 -2.0636 -3.2719 3.8220  -0.060
C2 -2.4971 -3.9963 2.5486  -0.256
O1 -2.0553 -3.3289 1.3632  -0.192
C3 -3.1292 -2.7147 0.6580  -0.154
C4 -3.6591 -1.5411 1.4853  -0.178
O2 -4.3369 -0.5754 0.6725  -0.060
C5 -3.9983 0.6812 1.1692  -0.223
O3 -4.8796 1.6785 0.6506  0.088
C6 -4.7657 2.8809 1.2859  -0.461
O4 -5.6292 3.7115 1.1470  0.164
N1 -3.5978 3.2045 2.0820  0.103
O5 -2.4692 3.2755 1.2073  0.008
C7 -1.3030 2.9224 1.8552  -0.364
O6 -0.9125 3.5431 2.8191  0.122
C8 -0.5045 1.7686 1.3103  -0.153
C9 0.2411 1.9711 0.1770  -0.015
C10 0.9908 0.9525 -0.3259  -0.061
C11 1.0011 -0.2622 0.3017  -0.070
C12 0.2369 -0.4749 1.4164  -0.066
C13 -0.5196 0.5464 1.9165  -0.061
H1 -2.6636 -2.3673 3.9425  0.062
H2 -1.0081 -3.0040 3.8242  0.075
H3 -2.3092 -3.9044 4.6781  0.081
H4 -2.1159 -5.0216 2.5285  0.118
H5 -3.5895 -4.0717 2.5427  0.118
H6 -2.7290 -2.3287 -0.2771  0.137
H7 -3.9482 -3.4288 0.5231  0.131
H8 -2.7758 -1.0525 1.9151  0.096
H9 -4.2865 -1.8297 2.3356  0.133
H10 -4.1128 0.6691 2.2634  0.142
H11 -2.9693 0.9149 0.8716  0.129
H12 -3.4466 2.5606 2.8544  0.129
H13 0.2384 2.9334 -0.3190  0.132
H14 1.6104 1.0442 -1.2076  0.115
H15 1.6084 -1.0835 -0.0555  0.113
H16 0.2491 -1.4501 1.8821  0.107
H17 -1.1219 0.3472 2.7959  0.115
C14 -0.2299 -5.5120 -0.0185  -0.018
O7 -0.5868 -6.1331 -1.2592  -0.037
C15 -1.6519 -6.9355 -1.1706  -0.614
O8 -2.2894 -7.1530 -0.1751  0.131
O9 -1.8831 -7.4534 -2.3754  -0.013
C16 -3.0036 -8.3397 -2.4429  -0.024
H18 0.6434 -4.8911 -0.2066  0.098
H19 -1.0374 -4.8787 0.3418  0.069
H20 0.0312 -6.2631 0.7263  0.102
H21 -3.9228 -7.8184 -2.1817  0.100
H22 -2.8556 -9.1999 -1.7928  0.099
H23 -3.0767 -8.6851 -3.4709  0.093
C17 5.4332 1.4183 -3.6783  -0.041
O10 5.9656 2.6996 -3.3404  0.005
C18 5.4717 3.2182 -2.2158  -0.626
O11 4.6502 2.7048 -1.5036  0.119
O12 6.0469 4.4026 -2.0192  0.000
C19 5.6082 5.0792 -0.8377  -0.035
H24 5.9114 1.1101 -4.6039  0.093
H25 5.6615 0.6898 -2.9022  0.097
H26 4.3580 1.4785 -3.8389  0.096
H27 5.8450 4.4953 0.0497  0.101
H28 4.5402 5.2847 -0.8846  0.097
H29 6.1442 6.0228 -0.7838  0.090
C20 -2.7227 -7.4063 -7.6751  -0.034
O13 -4.0314 -7.5271 -8.2397  0.007
C21 -4.8685 -8.2769 -7.5262  -0.627
O14 -4.6106 -8.8321 -6.4907  0.116
O15 -6.0416 -8.3053 -8.1574  0.006
C22 -7.0435 -9.0803 -7.4982  -0.042
H30 -2.1444 -6.7772 -8.3457  0.094
H31 -2.7674 -6.9314 -6.6965  0.094
H32 -2.2435 -8.3810 -7.6030  0.098
H33 -7.2586 -8.6723 -6.5120  0.097
H34 -6.7349 -10.1213 -7.4197  0.097
H35 -7.9410 -9.0227 -8.1078  0.093
C23 -1.1367 6.2867 2.8199  -0.045
O16 -0.7199 7.6237 3.1270  0.012
C24 -1.3094 8.1463 4.1983  -0.625
O17 -2.1268 7.6045 4.8929  0.129
O18 -0.8344 9.3830 4.3714  0.001
C25 -1.3860 10.0663 5.4960  -0.047
H36 -0.5916 5.9736 1.9342  0.092
H37 -0.8975 5.6186 3.6357  0.078
H38 -2.2039 6.2593 2.6035  0.105
H39 -1.1555 9.5370 6.4192  0.097
H40 -2.4627 10.1839 5.3848  0.097
H41 -0.9245 11.0497 5.5276  0.091
C26 9.9598 5.4658 -1.3503  -0.034
O19 10.4930 6.7472 -1.0135  0.009
C27 9.9955 7.2642 0.1085  -0.626
O20 9.1693 6.7513 0.8165  0.120
O21 10.5705 8.4491 0.3097  0.006
C28 10.1265 9.1231 1.4880  -0.041
H42 10.4336 5.1471 -2.2746  0.095
H43 10.1884 4.7373 -0.5739  0.099
H44 8.8849 5.5268 -1.5127  0.087
H45 10.3573 8.5376 2.3763  0.098
H46 9.0585 9.3278 1.4349  0.097
H47 10.6649 10.0656 1.5360  0.093
C29 -0.4918 -4.9109 -3.7877  -0.022
O22 0.1697 -5.3020 -4.9994  0.017
C30 1.2264 -4.5603 -5.3113  -0.625
O23 1.6509 -3.6274 -4.6809  0.121
O24 1.7412 -5.0298 -6.4511  0.001
C31 2.8924 -4.3213 -6.9084  -0.046
H48 -1.3257 -5.5832 -3.6456  0.078
H49 0.1776 -4.9950 -2.9470  0.083
H50 -0.8710 -3.8915 -3.8758  0.106
H51 3.6993 -4.3872 -6.1804  0.097
H52 2.6481 -3.2798 -7.1112  0.097
H53 3.2109 -4.7958 -7.8327  0.092
C32 -4.1248 1.7537 8.5709  -0.041
O25 -3.4343 1.2296 7.4351  -0.001
C33 -2.4196 1.9891 7.0169  -0.624
O26 -2.0672 3.0265 7.5052  0.138
O27 -1.8659 1.3916 5.9596  -0.001
C34 -0.7568 2.1026 5.3949  -0.032
H54 -4.9192 1.0522 8.8107  0.092
H55 -3.4542 1.8348 9.4245  0.098
H56 -4.5649 2.7222 8.3402  0.099
H57 0.0494 2.2009 6.1204  0.106
H58 -1.0712 3.0780 5.0407  0.082
H59 -0.3973 1.5227 4.5530  0.070

Force components x, y, z for each atom (eV/Å):
-0.6100 -0.0523 -0.1945
0.1555 -0.0329 0.2398
-0.4968 0.0193 0.0484
-0.2369 0.2919 0.8338
0.5778 0.6242 -0.1284
-0.2824 0.0004 0.0087
0.0746 -0.0661 -0.0238
0.6423 0.0276 0.7170
-1.4075 1.1007 -0.9087
1.0325 -1.1326 0.2288
-0.7890 0.7873 0.4505
0.4322 -1.2505 -0.4209
1.0418 0.7119 1.4718
-0.8007 -1.0023 -1.0664
-0.9988 1.3717 -0.3584
-0.0565 1.0408 -0.5946
0.9709 -0.4453 -0.9412
0.4299 -1.0304 -0.0608
0.2207 -0.7985 0.1896
-0.6798 -0.5020 1.2495
0.2058 0.1050 0.0269
0.0097 -0.1495 -0.0021
0.2536 -0.0009 0.0239
0.1261 0.0923 -0.0654
0.0411 -0.0883 -0.0357
-0.1100 -0.1483 -0.0941
0.1915 -0.0805 -0.4723
0.0572 -0.1939 -0.0324
-0.1633 -0.1312 -0.2074
0.1197 -0.0150 -0.0319
-0.1218 0.0482 0.1220
0.3074 -0.1207 -0.1687
-0.0294 0.0425 0.0313
-0.0713 0.4085 -0.0467
0.0530 0.1048 -0.2187
-0.1481 0.0006 0.1194
-0.0483 0.2159 0.0476
0.1469 0.1637 0.2598
-0.1515 -0.3183 0.3896
0.1313 0.0096 0.0191
-0.0655 0.0152 0.0655
0.0319 -0.0294 -0.0767
-0.2397 -0.2298 -0.1668
-0.0128 -0.0763 -0.2335
0.0456 -0.1306 -0.0083
-0.0976 -0.0390 -0.0240
0.0422 -0.0128 0.1351
-0.0192 0.0985 0.1171
0.1513 0.1314 -0.0408
-0.0306 -0.2320 -0.1459
0.0349 0.0014 -0.0349
0.1059 0.0692 -0.0837
-0.1047 -0.0637 0.0383
0.0523 0.0736 0.0001
-0.0213 0.2349 0.2650
0.0901 0.1648 0.0090
-0.1068 0.0463 0.0578
-0.0067 -0.0137 0.1232
-0.1056 -0.0696 -0.0301
-0.0150 -0.1393 0.0206
0.1154 -0.0697 -0.1907
0.2585 0.0882 0.0138
0.0160 0.0218 -0.0289
0.0178 0.0984 -0.1392
0.0051 -0.0552 0.1304
-0.0319 0.0070 -0.0337
-0.2499 -0.1151 0.0337
-0.1567 0.0126 -0.0981
-0.0197 -0.1106 0.0405
-0.0682 -0.0121 0.1100
0.1016 -0.0687 0.0381
0.0635 0.0387 0.1068
0.1033 0.1108 -0.1156
-0.0852 0.0651 -0.0631
0.0360 0.0655 -0.1356
0.0839 -0.0079 -0.1166
-0.0622 -0.0041 0.0701
0.0416 0.0645 -0.0068
-0.0289 0.1993 0.1639
0.1338 0.2169 0.0250
-0.0792 0.0958 0.1267
-0.0132 -0.0433 0.1388
-0.1119 -0.0705 -0.0251
-0.0082 -0.1207 0.0566
0.0939 -0.0539 -0.1531
-0.0793 -0.2955 -0.1661
0.0522 -0.0074 -0.0458
0.0808 0.0555 -0.0860
-0.0742 -0.0237 0.0387
0.0357 0.0358 -0.0100
-0.0098 0.2071 0.1885
0.1152 0.2199 -0.0023
-0.1188 0.0606 0.0774
-0.0089 -0.0332 0.1224
-0.1120 -0.0633 -0.0266
-0.0139 -0.1214 0.0447
0.0834 -0.0562 -0.1631
-0.1652 0.4063 -0.2412
-0.0968 -0.0102 -0.0668
-0.0884 -0.1225 -0.0253
0.0572 0.0680 0.0165
0.0095 -0.0205 -0.0453
0.1999 0.0506 -0.1643
0.0667 -0.1914 -0.1846
0.1650 0.0986 -0.0371
0.1500 0.0316 -0.0157
-0.0562 0.1019 0.0553
0.0235 0.0188 0.1258
-0.1439 -0.1151 0.0267
-0.2031 0.0143 0.2053
-0.0420 -0.0673 -0.0346
-0.0242 -0.0900 -0.0411
0.0454 0.0598 0.0550
-0.0074 -0.1305 -0.1182
0.2046 0.1001 0.1135
0.0653 -0.1020 -0.1488
0.0371 0.1156 -0.0547
0.1232 0.0497 0.0283
-0.0898 0.0762 0.0717
0.0240 0.0642 0.1555
-0.1083 -0.1436 0.0135

Output
**E**: -3417.08606 Eh
**HOMO-LUMO gap**: 10.1600 eV
**E_HOMO**: -0.367 Ha
**Spin multiplicity**: 1
**Energy relative to the best compared isomer or geometry (same formula, charge and spin)**: 0.00 kcal/mol
**E_LUMO**: 0.006 hartree
**F_max**: 0.039 hartree/bohr